Record 1
This record from the OMol25 dataset describes one molecule with the formula C6H4O3S2. The level of theory is the ωB97M-V functional and the def2-TZVPD basis.

```
15
Properties=species:S:1:pos:R:3:mulliken_charge:R:1
O -1.94 -1.33 0.88 -0.53
C -0.87 -0.79 0.74 0.41
C -0.21 0.03 1.82 -0.58
S 0.57 1.44 1.00 1.14
O -0.52 2.21 0.55 -0.59
O 1.63 1.98 1.75 -0.61
C 1.07 0.49 -0.43 -0.32
C 1.80 0.62 -1.52 -0.24
S 1.49 -0.80 -2.61 -0.08
C 0.39 -1.53 -1.51 -0.42
C 0.02 -0.83 -0.45 0.13
H -0.95 0.49 2.46 0.33
H 0.56 -0.65 2.37 0.33
H 2.33 1.43 -1.84 0.51
H -0.12 -2.33 -1.82 0.52
```

Results
Orbital gap ... 0.3487 Eh
HOMO energy ... -9.94 eV
SMILES ... O=C1CS(=O)(=O)c2cscc21
2S+1 ... 1

Record 2
This record from the OMol25 dataset describes C38H68NO4SbTi as an isolated structure. The level of theory is the ωB97M-V functional and the def2-TZVPD basis.

```
113
Properties=species:S:1:pos:R:3:mulliken_spin:R:1
Ti -0.68 0.99 -0.96 1.45
C -2.17 2.27 0.33 0.06
C -2.90 1.12 0.77 0.01
C -2.02 0.37 1.59 -0.05
C -0.78 1.08 1.62 0.06
C -0.88 2.29 0.92 0.00
C -0.12 3.56 1.31 0.00
C -0.71 4.02 2.66 0.00
C -0.29 4.69 0.31 0.01
C 1.37 3.30 1.51 0.04
C -2.16 -0.77 2.61 -0.01
C -0.83 -1.55 2.70 0.01
C -2.43 -0.15 3.99 0.00
C -3.25 -1.81 2.33 0.00
C -4.42 1.05 0.51 0.03
C -4.86 2.17 -0.45 0.00
C -4.90 -0.26 -0.14 0.00
C -5.17 1.29 1.83 0.01
H -2.63 3.14 -0.12 0.01
H 0.07 0.80 2.21 0.01
H -1.78 4.18 2.57 0.00
H -0.24 4.95 2.98 0.00
H -0.54 3.26 3.43 0.00
H -1.35 4.89 0.10 0.00
H 0.22 4.48 -0.63 0.00
H 0.13 5.61 0.72 0.00
H 1.55 2.44 2.17 0.00
H 1.85 4.17 1.97 0.00
H 1.88 3.10 0.57 -0.01
H -0.07 -0.99 3.26 0.00
H -0.41 -1.75 1.71 0.00
H -0.99 -2.49 3.22 0.00
H -1.70 0.63 4.20 0.00
H -2.36 -0.92 4.77 0.00
H -3.43 0.30 4.04 0.00
H -3.08 -2.34 1.39 0.00
H -4.25 -1.38 2.32 0.00
H -3.23 -2.56 3.13 0.00
H -4.27 2.16 -1.37 0.00
H -4.78 3.16 0.01 0.00
H -5.91 2.01 -0.72 0.00
H -4.61 -0.30 -1.20 0.00
H -6.00 -0.30 -0.10 0.00
H -4.52 -1.16 0.34 0.00
H -4.78 2.19 2.32 0.00
H -5.07 0.46 2.52 0.00
H -6.24 1.44 1.63 0.00
C -1.00 -3.48 -0.99 0.00
C -1.27 -2.31 -1.91 0.05
C -1.30 -2.69 -3.37 0.00
O -2.57 -1.72 -1.63 0.01
C -0.30 -1.15 -1.66 0.07
O 0.03 -0.37 -2.59 0.03
O -0.01 -0.84 -0.45 -0.02
H -1.86 -4.15 -1.00 0.00
H -0.81 -3.14 0.03 0.00
H -0.12 -4.03 -1.33 0.00
H -1.95 -3.56 -3.50 0.00
H -0.30 -2.94 -3.72 0.00
H -1.68 -1.87 -3.97 0.00
H -2.63 -1.53 -0.68 0.02
O -2.29 1.13 -2.50 0.00
C -1.99 1.39 -3.89 0.03
C -1.84 2.88 -4.08 0.01
C -0.97 3.57 -3.02 0.04
C 0.44 3.05 -2.87 0.07
C 1.46 3.47 -3.71 -0.03
C 2.76 3.06 -3.49 0.05
C 3.01 2.22 -2.43 -0.01
C 1.95 1.81 -1.64 0.09
N 0.68 2.20 -1.85 -0.10
H -2.59 0.21 -2.42 0.01
H -2.81 1.01 -4.50 0.00
H -1.08 0.86 -4.16 0.00
H -2.82 3.35 -4.06 0.00
H -1.42 3.04 -5.08 0.00
H -1.47 3.49 -2.06 0.00
H -0.90 4.63 -3.26 0.00
H 1.22 4.15 -4.52 0.00
H 3.56 3.39 -4.14 0.01
H 4.01 1.87 -2.20 0.00
H 2.10 1.13 -0.81 0.03
C 3.37 -3.71 3.27 0.00
C 3.35 -3.94 1.76 0.00
C 2.39 -5.08 1.39 0.00
Sb 2.66 -2.18 0.74 -0.01
C 4.33 -0.86 1.14 0.00
C 4.03 -0.12 2.46 0.00
C 5.72 -1.50 1.16 0.00
C 3.17 -2.81 -1.26 0.00
C 4.34 -3.79 -1.40 0.00
C 3.36 -1.58 -2.15 0.00
H 3.52 -4.66 3.81 0.00
H 2.43 -3.28 3.64 0.00
H 4.18 -3.04 3.58 0.00
H 4.35 -4.18 1.41 0.00
H 1.38 -4.87 1.77 0.00
H 2.72 -6.02 1.83 0.00
H 2.30 -5.23 0.31 0.00
H 4.29 -0.13 0.33 0.00
H 4.04 -0.80 3.31 0.00
H 3.06 0.37 2.44 0.00
H 4.79 0.65 2.65 0.00
H 5.76 -2.37 1.83 0.00
H 6.47 -0.78 1.52 0.00
H 6.04 -1.83 0.17 0.00
H 2.26 -3.33 -1.59 0.00
H 5.28 -3.33 -1.12 0.00
H 4.44 -4.11 -2.45 0.00
H 4.22 -4.69 -0.80 0.00
H 4.24 -1.01 -1.84 0.00
H 2.50 -0.91 -2.12 0.02
H 3.52 -1.87 -3.20 0.00
```

Results
Orbital gap (spin up / spin down) ... 0.2125 / 0.2799 Eh
HOMO energy (spin up / spin down) ... -5.36 / -7.25 eV
2S+1 ... 3

Record 3
This record from the OMol25 dataset describes one molecule with the formula C17H25F3N4O3. The level of theory is the ωB97M-V functional and the def2-TZVPD basis.

```
52
Properties=species:S:1:pos:R:3:mulliken_charge:R:1
C -0.11 -2.88 -2.16 -0.76
C 0.96 -1.90 -2.62 -0.40
C 0.47 -0.46 -2.67 -1.04
N 0.14 0.08 -1.36 0.12
C -1.14 0.16 -0.93 -0.53
O -2.09 -0.27 -1.55 -0.68
C -1.40 0.76 0.47 0.83
C -0.45 1.78 1.03 -0.15
N 0.81 1.91 0.64 -0.50
N 1.31 2.89 1.40 -0.27
C 0.40 3.38 2.27 -0.79
C -0.76 2.69 2.06 0.41
C -2.07 2.85 2.76 -0.95
N -1.61 -0.30 1.48 0.22
C -0.39 -1.06 1.74 -0.21
C -0.54 -1.92 2.98 -1.30
C -1.71 -2.88 2.80 0.47
C -1.93 -3.74 4.02 0.70
F -2.22 -3.01 5.11 -0.28
F -2.94 -4.61 3.84 -0.28
F -0.83 -4.47 4.31 -0.28
C -2.97 -2.09 2.45 -1.47
C -2.73 -1.20 1.22 1.10
C -4.06 -0.52 0.94 -0.22
O -4.90 -0.99 0.23 -0.60
O -4.22 0.62 1.64 -0.11
C -5.49 1.26 1.45 -0.90
H 0.27 -3.90 -2.15 0.39
H -0.46 -2.64 -1.16 -0.09
H -0.98 -2.85 -2.82 0.30
H 1.83 -1.96 -1.97 0.27
H 1.30 -2.17 -3.63 0.37
H 1.23 0.18 -3.11 0.42
H -0.43 -0.39 -3.29 0.40
H 0.84 0.57 -0.83 0.37
H -2.36 1.26 0.35 0.70
H 2.27 3.17 1.27 0.18
H 0.65 4.18 2.95 0.48
H -1.98 3.55 3.60 0.41
H -2.84 3.25 2.08 0.17
H -2.44 1.89 3.13 0.15
H -0.13 -1.70 0.88 -0.08
H 0.43 -0.36 1.87 0.56
H 0.38 -2.47 3.16 0.38
H -0.73 -1.28 3.85 0.41
H -1.49 -3.57 1.98 0.21
H -3.80 -2.76 2.23 0.45
H -3.25 -1.45 3.29 0.36
H -2.55 -1.83 0.34 0.17
H -5.47 2.15 2.06 0.23
H -5.63 1.51 0.40 0.36
H -6.30 0.60 1.76 0.30
```

Results
Orbital gap ... 0.3453 Eh
HOMO energy ... -8.79 eV
SMILES ... CCCNC(=O)[C@H](c1n[nH]cc1C)N1CC[C@@H](C(F)(F)F)C[C@H]1C(=O)OC
2S+1 ... 1

Record 4
This record from the OMol25 dataset describes C22H52F2N9O14P3Si2 as an isolated structure. The level of theory is the ωB97M-V functional and the def2-TZVPD basis.

```
104
Properties=species:S:1:pos:R:3:mulliken_charge:R:1
C 0.05 4.02 1.27 -0.55
C -1.21 3.31 1.73 0.64
O -2.12 3.94 2.19 -0.56
O -1.36 1.94 1.59 -0.30
C -1.35 1.52 0.19 -0.90
Si 0.06 0.26 0.02 1.04
C -0.54 -1.32 0.94 -0.66
O -0.69 -2.38 -0.03 -0.21
N 0.55 -2.98 -0.23 0.20
O 0.48 -3.84 -1.01 -0.37
O 0.40 -0.22 -1.55 0.05
Si 0.41 0.94 -2.71 -0.34
N 1.81 0.95 -3.75 0.27
C 2.92 0.09 -3.31 0.55
C 3.77 0.38 -2.11 -0.58
O 3.16 -0.87 -3.98 -0.52
C 2.25 2.32 -4.06 0.55
C 2.58 3.34 -3.00 -0.85
O 2.31 2.63 -5.22 -0.50
N -1.01 0.64 -3.78 0.22
C -2.19 0.53 -3.03 0.25
O -2.42 -0.40 -2.31 -0.44
F -3.10 1.50 -3.15 -0.26
C -1.05 1.75 -4.70 0.27
O -1.21 2.89 -4.42 -0.42
F -0.82 1.40 -5.94 -0.24
P 1.93 0.87 1.13 0.75
O 2.58 2.05 0.53 -0.75
O 1.47 1.25 2.63 -0.23
O 2.92 -0.39 1.31 -0.57
H -0.23 5.04 1.03 0.34
H 0.81 4.08 2.04 0.24
H 0.41 3.58 0.35 0.02
H -1.26 2.42 -0.41 0.74
H -2.30 1.01 0.05 0.41
H -1.48 -1.15 1.45 0.44
H 0.22 -1.68 1.64 0.45
H 0.26 2.29 -2.16 0.00
H 4.77 -0.03 -2.23 0.46
H 3.89 1.43 -1.88 0.28
H 3.33 -0.15 -1.27 -0.13
H 1.87 4.16 -3.01 0.30
H 3.58 3.76 -3.13 0.36
H 2.55 2.92 -1.99 0.04
H 1.65 2.18 2.80 0.19
H 2.47 -1.16 0.93 0.38
O 4.30 1.87 4.37 -0.89
P 4.64 1.25 5.72 0.69
N 6.33 1.60 5.79 0.29
C 7.36 0.91 5.05 -1.13
C 6.63 3.02 5.95 -1.24
N 4.21 -0.39 5.34 0.20
C 5.12 -1.33 4.70 -1.13
C 2.89 -0.47 4.71 -1.61
N 4.56 0.86 7.46 0.08
C 3.87 1.87 8.28 -0.97
C 5.66 0.27 8.17 -0.77
H 8.34 1.21 5.44 0.44
H 7.33 1.12 3.97 0.31
H 7.32 -0.17 5.20 0.30
H 7.03 3.22 6.95 0.27
H 5.74 3.65 5.83 0.41
H 7.36 3.37 5.21 0.39
H 5.55 -0.93 3.77 0.36
H 4.59 -2.25 4.46 0.39
H 5.92 -1.63 5.38 0.30
H 2.93 -0.22 3.65 0.75
H 2.20 0.23 5.17 0.30
H 2.46 -1.47 4.83 0.42
H 4.49 2.76 8.45 0.32
H 3.58 1.45 9.25 0.35
H 2.95 2.18 7.78 0.31
H 6.45 0.99 8.41 0.25
H 6.10 -0.56 7.62 0.17
H 5.28 -0.15 9.10 0.38
O -5.01 -1.96 -6.00 -0.89
P -5.89 -2.08 -4.78 0.78
N -5.15 -3.43 -3.99 0.29
C -5.28 -4.82 -4.40 -1.18
C -3.81 -3.14 -3.47 -1.09
N -7.40 -2.39 -5.59 0.14
C -7.81 -3.72 -6.00 -1.04
C -7.64 -1.45 -6.68 -1.05
N -6.79 -1.63 -3.30 0.11
C -6.30 -0.42 -2.63 -1.00
C -7.26 -2.61 -2.35 -0.74
H -4.86 -5.46 -3.62 0.43
H -4.77 -5.04 -5.34 0.33
H -6.32 -5.12 -4.48 0.31
H -3.83 -3.12 -2.37 0.26
H -3.45 -2.17 -3.81 0.17
H -3.08 -3.88 -3.79 0.42
H -7.05 -4.24 -6.60 0.36
H -8.72 -3.66 -6.60 0.38
H -8.07 -4.34 -5.14 0.23
H -7.09 -1.72 -7.59 0.33
H -7.33 -0.44 -6.39 0.30
H -8.70 -1.40 -6.91 0.37
H -5.37 -0.60 -2.07 0.34
H -7.05 -0.03 -1.94 0.37
H -6.10 0.36 -3.37 0.30
H -6.46 -2.98 -1.69 0.24
H -7.74 -3.45 -2.84 0.18
H -8.02 -2.14 -1.72 0.35
```

Results
Orbital gap ... 0.2763 Eh
HOMO energy ... -7.78 eV
2S+1 ... 1

Number 1: energy -1253.04157 a.u.. Number 2: energy -2934.19256 a.u.. Number 3: energy -1407.19962 a.u.. Number 4: energy -4218.41387 a.u..